No. 1
# C35H40F6N5O

The ion C35H40F6N5O with charge +1 in a non-equilibrium geometry (the ωB97M-V functional and the def2-TZVPD basis, the OMol25 dataset).

Computed properties:
Energy above the lowest of the compared OMol25 structures with the same formula, charge and spin (kcal per mole): 6.5
Gap between HOMO and LUMO (eV): 7.5
SMILES: O=C(NC[C@H]1CCC[N@@H+]1C(c1ccc(N2CCCC2)cc1)c1ccc(N2CCCC2)cc1)Nc1cc(C(F)(F)F)cc(C(F)(F)F)c1
Total charge: +1
LUMO level (hartree): -0.083
Calculated total energy (eV): -62743.467

Last column: Mulliken charge in e.
Geometry (Å):
O -1.58134 0.91444 3.25680  -0.648
C -1.70281 -0.05019 4.02468  0.484
N -2.87625 -0.42201 4.62094  -0.111
C -4.07408 0.41404 4.56725  -1.331
C -4.77921 0.24752 3.21417  0.165
C -5.33005 -1.16002 2.99454  -0.697
C -6.58346 -1.01629 2.13382  -0.714
C -7.08718 0.40895 2.32250  -0.421
N -6.01795 1.14401 3.12166  0.170
N -0.66293 -0.92034 4.35986  -0.109
C 0.68643 -0.71435 4.06932  0.677
C 1.54899 -1.82779 4.04710  -0.885
C 2.87869 -1.65866 3.68248  0.053
C 3.79703 -2.84806 3.56861  0.834
F 5.02808 -2.58370 4.10860  -0.254
F 3.30419 -3.95380 4.19794  -0.269
F 4.00344 -3.18438 2.25254  -0.243
C 3.39114 -0.39964 3.37765  -1.167
C 2.54712 0.70558 3.46618  -0.158
C 3.12155 2.06387 3.15635  0.752
F 2.22836 3.07861 3.36313  -0.236
F 4.22065 2.33091 3.93054  -0.257
F 3.52495 2.14032 1.84731  -0.256
C 1.20727 0.56452 3.80708  -0.434
H -2.81925 -1.15552 5.31977  0.272
H -4.74873 0.07992 5.37521  0.676
H -3.83176 1.47433 4.75127  0.167
H -4.12401 0.55716 2.38480  0.289
H -4.56123 -1.79714 2.53768  0.312
H -5.59277 -1.59935 3.96828  0.378
H -6.36875 -1.18719 1.07179  0.341
H -7.36929 -1.72218 2.41893  0.306
H -7.20086 0.91815 1.36233  0.273
H -8.02778 0.49494 2.87804  0.502
H -6.36003 1.20081 4.08860  0.636
H -0.94122 -1.83702 4.69093  0.254
H 1.16296 -2.81485 4.29258  0.460
H 4.42979 -0.28234 3.08644  0.457
H 0.56741 1.43865 3.84476  0.863
C -0.37674 5.93315 7.01225  -0.647
C -0.95523 7.28908 6.58913  -0.654
C -2.21720 6.97507 5.77576  -0.715
N -2.10541 5.57356 5.42751  0.117
C -2.99630 4.94611 4.60614  0.869
C -2.63140 3.76223 3.91660  0.100
C -3.56293 3.11994 3.11585  -1.524
C -4.92412 3.43293 3.24412  -0.254
C -5.95544 2.50708 2.61729  0.561
C -7.36424 3.04937 2.77279  -0.040
C -7.95206 3.01990 4.04972  -0.001
C -9.27877 3.41032 4.19675  -1.463
C -10.00161 3.87246 3.06669  1.192
N -11.30872 4.24521 3.18385  0.125
C -12.11377 3.96728 4.35465  -0.679
C -13.54216 4.38129 3.96789  -0.664
C -13.42657 5.17167 2.65597  -0.663
C -12.02904 4.87321 2.09839  -0.722
C -9.36573 3.95194 1.80532  -0.855
C -8.05206 3.53218 1.66297  -0.615
C -5.26974 4.67797 3.79754  -0.783
C -4.30846 5.45442 4.43071  -0.947
C -0.99475 4.89088 6.06741  -0.258
H 0.71216 5.91008 6.96160  0.332
H -0.67512 5.70972 8.04044  0.308
H -1.19386 7.92900 7.43857  0.334
H -0.24398 7.81816 5.94801  0.295
H -3.12780 7.15666 6.37040  0.321
H -2.29596 7.59927 4.87109  0.360
H -1.61584 3.37529 4.00658  0.252
H -3.23147 2.34581 2.42107  0.618
H -5.71052 2.41482 1.54508  0.351
H -7.37358 2.71115 4.93360  0.321
H -9.76643 3.37006 5.17322  0.379
H -12.06226 2.90287 4.63943  0.362
H -11.75780 4.54615 5.22373  0.303
H -14.13914 3.47865 3.80941  0.289
H -14.01186 4.96398 4.76132  0.330
H -14.19239 4.89133 1.93174  0.323
H -13.51825 6.24391 2.85065  0.291
H -11.52773 5.79219 1.75784  0.365
H -12.09180 4.20210 1.22538  0.336
H -9.92259 4.30707 0.93712  0.415
H -7.55685 3.56608 0.68749  0.482
H -6.29383 5.05078 3.74245  0.352
H -4.58639 6.41489 4.86843  0.327
H -0.26045 4.54801 5.31793  0.118
H -1.32667 3.99251 6.61664  0.226



No. 2
# C35H40NO2

A cluster of 5 separate species, C35H40NO2 in total in a non-equilibrium geometry (the ωB97M-V functional and the def2-TZVPD basis, the OMol25 dataset).

Computed properties:
Gap between HOMO and LUMO (eV): 6.1
Total charge: +1
LUMO level (hartree): -0.162
Calculated total energy (eV): -42522.441

Last column: Mulliken charge in e.
Geometry (Å):
C 4.07593 -2.31318 7.27959  -0.838
C 3.83428 -0.83396 7.18649  0.627
O 4.72503 -0.06159 7.29601  -0.503
O 2.56380 -0.38113 7.04044  -0.377
C 1.76585 -1.07232 6.09147  -0.697
C 2.24756 -0.84860 4.66372  -0.690
C 1.86842 -2.01348 3.71891  -1.178
C 3.10714 -2.80569 3.30879  0.239
C 2.84161 -4.09385 2.59487  0.416
C 3.88211 -4.96510 2.26362  -0.735
C 3.60228 -6.15659 1.62793  -0.283
C 2.28338 -6.49114 1.32244  -0.612
C 1.27991 -5.60666 1.64812  -0.237
N 1.59124 -4.44307 2.26976  0.076
H 3.20731 -2.89761 7.56515  0.354
H 4.83335 -2.44756 8.04157  0.354
H 4.50305 -2.69294 6.35747  0.115
H 0.77759 -0.63473 6.18025  0.362
H 1.65475 -2.13062 6.33394  0.376
H 1.79431 0.04760 4.25760  0.289
H 3.32664 -0.71530 4.62331  0.495
H 1.37511 -1.62504 2.82976  0.514
H 1.16524 -2.67175 4.23067  0.570
H 3.80788 -2.20017 2.74175  0.421
H 3.62314 -3.09077 4.22651  -0.040
H 4.89412 -4.70411 2.51574  0.456
H 4.39708 -6.83387 1.35929  0.451
H 2.03247 -7.42005 0.84131  0.415
H 0.24302 -5.78476 1.42858  0.439
H 0.83336 -3.81179 2.50094  0.248
C 2.35688 1.31048 1.54556  -0.110
C 1.31127 1.33554 0.63327  -0.486
C 0.79126 2.54979 0.21057  -0.178
C 1.32045 3.73741 0.69587  -0.593
C 2.36903 3.71092 1.60529  -0.332
C 2.88682 2.49679 2.03363  -0.650
H 2.76176 0.36051 1.87747  0.474
H 0.89902 0.40881 0.25132  0.364
H -0.03014 2.57016 -0.49431  0.339
H 0.91619 4.68452 0.36423  0.391
H 2.78234 4.63715 1.98143  0.382
H 3.70061 2.47637 2.74726  0.376
C -1.59298 -0.46527 -3.32278  -0.510
C -2.64371 -0.43708 -4.22732  -0.350
C -3.17165 0.77870 -4.64235  -0.551
C -2.64447 1.96623 -4.15633  -0.302
C -1.59299 1.93774 -3.24935  -0.561
C -1.07040 0.72301 -2.82991  -0.068
H -1.18277 -1.41375 -2.99952  0.373
H -3.05332 -1.36315 -4.61041  0.410
H -3.99614 0.79988 -5.34302  0.407
H -3.05232 2.91388 -4.48364  0.437
H -1.18025 2.86494 -2.87060  0.395
H -0.25289 0.70168 -2.11948  0.306
C -0.51149 5.20237 -5.16762  -0.199
C -0.27723 6.44407 -5.74199  -0.503
C 0.31959 6.52767 -6.99196  -0.401
C 0.67642 5.36991 -7.66972  -0.335
C 0.43943 4.12857 -7.09609  -0.617
C -0.15208 4.04429 -5.84319  0.024
H -0.97623 5.13837 -4.19085  0.303
H -0.56012 7.34669 -5.21588  0.362
H 0.50619 7.49551 -7.43868  0.360
H 1.13837 5.43581 -8.64621  0.366
H 0.71530 3.22594 -7.62596  0.361
H -0.33376 3.07746 -5.39386  0.295
C -7.74640 -1.41661 -0.64240  -0.451
C -7.18933 -2.14480 -1.68441  -0.419
C -6.08971 -1.64569 -2.36937  -0.397
C -5.54285 -0.42158 -2.00973  0.226
C -6.09979 0.30521 -0.96594  -0.591
C -7.20252 -0.19060 -0.28399  -0.355
H -8.60660 -1.80308 -0.11128  0.359
H -7.61449 -3.10008 -1.96458  0.366
H -5.65960 -2.21084 -3.18724  0.349
H -4.68701 -0.03384 -2.54176  0.166
H -5.67438 1.26054 -0.68571  0.374
H -7.64022 0.37929 0.52552  0.371



Number 1 is which compound?
C35H40F6N5O



Number 2 is which compound?
C35H40NO2



Among the records above, which one has the lowest calculated total energy?
C35H40F6N5O